[1]
ORCA calculation (ωB97M-V/def2-TZVPD) on a 2-piece molecular cluster, C4H13NOS overall at a distorted geometry.

```
20
Properties=species:S:1:pos:R:3:mulliken_charge:R:1
C 0.808 -1.055 0.352 -0.64
C 0.337 -0.598 -1.016 -0.76
C -1.200 -0.677 -1.327 -0.49
S -1.508 -2.484 -1.313 0.24
C 0.507 -0.039 1.485 -0.49
N 1.039 1.252 0.984 -0.63
H 0.542 -2.150 0.603 0.33
H 1.861 -1.027 0.291 0.36
H 0.686 0.426 -1.240 0.41
H 0.808 -1.290 -1.740 0.43
H -1.751 -0.034 -0.675 0.38
H -1.343 -0.202 -2.386 0.38
H -2.022 -2.521 -0.047 0.30
H -0.496 0.161 1.696 0.31
H 0.952 -0.468 2.401 0.34
H 1.477 1.808 1.707 0.26
H 1.808 1.090 0.365 0.21
H -0.162 2.251 0.190 0.40
H -1.296 3.226 -0.087 0.30
O -1.046 2.331 -0.244 -0.62
```

Summary:
- Charge: +1
- Kohn-Sham gap (spin up / spin down): 9.6 / 4.7 eV
- ΔE to the lowest compared entry with this formula, charge and spin: 32.77 kcal/mol
- 2S+1: 2

***

[2]
ORCA calculation (ωB97M-V/def2-TZVPD) on C28H30BCaFN11O3 as an isolated structure at a distorted geometry.

```
75
Properties=species:S:1:pos:R:3:mulliken_charge:R:1
Ca -0.194 0.296 0.338 1.95
C -1.008 -2.712 -2.350 -0.85
C -1.845 -2.112 -1.337 -0.25
N -1.156 -1.886 -0.266 -1.08
N 0.151 -2.373 -0.499 1.31
C 0.265 -2.851 -1.700 0.24
B 1.375 -2.291 0.592 0.25
N 2.315 -1.199 0.064 1.62
C 3.354 -1.396 -0.787 -0.28
C 3.948 -0.184 -1.028 -0.89
C 3.190 0.732 -0.286 -0.40
N 2.213 0.123 0.369 -1.30
N 0.807 -2.052 1.997 0.78
C 0.873 -2.936 3.022 -0.12
C 0.294 -2.358 4.122 -1.03
C -0.123 -1.094 3.683 -0.30
N 0.185 -0.915 2.407 -1.25
N 2.044 -3.638 0.518 0.36
C 3.258 -3.977 1.039 -0.36
C 3.338 -5.342 1.050 -0.80
C 2.102 -5.771 0.524 -0.32
N 1.319 -4.752 0.222 -0.98
H -1.277 -2.970 -3.360 0.48
H -2.876 -1.812 -1.427 0.50
H 1.182 -3.284 -2.065 0.53
H 3.617 -2.375 -1.148 0.49
H 4.809 0.014 -1.642 0.46
H 3.314 1.799 -0.199 0.47
H 1.319 -3.911 2.910 0.37
H 0.185 -2.785 5.103 0.44
H -0.631 -0.317 4.231 0.47
H 3.961 -3.229 1.367 0.53
H 4.164 -5.949 1.378 0.45
H 1.759 -6.780 0.354 0.49
C -2.778 5.567 -5.011 -1.00
C -3.709 4.570 -4.336 -0.96
N -3.124 3.985 -3.121 0.16
C -2.543 2.774 -3.198 0.05
C -1.904 2.144 -2.172 -0.16
C -1.318 0.761 -2.455 0.12
O -1.959 0.002 -3.189 -0.69
O -0.219 0.497 -1.883 -0.80
C -1.887 2.749 -0.874 1.71
O -1.443 2.206 0.169 -1.31
C -2.525 4.060 -0.795 0.66
C -2.553 4.732 0.431 -0.62
C -3.150 5.952 0.540 0.39
F -3.193 6.546 1.747 -0.33
C -3.733 6.594 -0.567 -1.59
C -3.697 5.932 -1.780 -0.48
C -3.121 4.661 -1.914 0.08
N -4.348 7.870 -0.502 0.29
C -5.764 7.975 -0.828 -0.63
C -5.972 9.265 -1.634 -0.76
N -4.877 10.230 -1.258 -0.14
C -4.599 10.179 0.215 -0.75
C -3.976 8.813 0.552 -0.68
H -3.257 5.975 -5.901 0.38
H -1.856 5.075 -5.319 0.34
H -2.515 6.392 -4.348 0.31
H -3.924 3.744 -5.010 0.45
H -4.668 5.020 -4.079 0.42
H -2.609 2.273 -4.156 0.47
H -2.117 4.263 1.302 0.49
H -4.111 6.436 -2.643 0.64
H -6.376 7.988 0.082 0.32
H -6.083 7.122 -1.420 0.49
H -6.927 9.738 -1.413 0.37
H -5.895 9.098 -2.706 0.42
H -5.118 11.176 -1.552 0.34
H -4.026 9.955 -1.751 0.38
H -5.554 10.330 0.715 0.37
H -3.937 11.001 0.477 0.39
H -4.329 8.522 1.543 0.41
H -2.890 8.885 0.590 0.51
```

Summary:
- Charge: +2
- Kohn-Sham gap (spin up / spin down): 8.1 / 5.1 eV
- 2S+1: 2

***

[3]
ORCA calculation (ωB97M-V/def2-TZVPD) on a 4-piece molecular cluster, C3H14NO3S overall at a distorted geometry.

```
22
Properties=species:S:1:pos:R:3:mulliken_charge:R:1
C -1.007 2.330 0.278 -0.99
N -0.709 0.925 0.404 -0.44
C -0.003 0.431 -0.803 -0.63
C 1.551 0.176 -0.703 -0.56
S 2.281 1.388 0.393 -0.56
H -1.799 2.614 1.000 0.32
H -1.426 2.573 -0.705 0.36
H -0.153 2.992 0.390 0.25
H -0.100 0.663 1.177 0.32
H -0.658 -0.285 -1.294 0.20
H 0.079 1.147 -1.652 0.16
H 1.944 0.052 -1.730 0.34
H 1.765 -0.810 -0.280 0.11
H 1.009 -1.422 2.092 0.33
H 2.430 -1.116 1.660 0.31
O 1.907 -1.755 2.169 -0.68
H -2.772 -1.520 0.913 0.26
H -1.591 -0.540 1.117 0.48
O -1.820 -1.504 1.102 -0.67
H -0.229 -2.308 -1.063 0.37
H -0.486 -1.614 -2.456 0.37
O -0.212 -2.418 -2.010 -0.64
```

Summary:
- Charge: -1
- Kohn-Sham gap: 6.5 eV
- ΔE to the lowest compared entry with this formula, charge and spin: 44.92 kcal/mol

***

[4]
ORCA calculation (ωB97M-V/def2-TZVPD) on a 2-piece molecular cluster, C7H11NOS overall at a distorted geometry.

```
21
Properties=species:S:1:pos:R:3:mulliken_charge:R:1
C 1.221 1.297 -1.985 -0.42
C 1.488 0.079 -2.445 -0.39
C 2.250 0.415 -0.143 -0.41
C -0.312 -1.188 2.258 -0.94
C -1.809 -0.407 -0.895 -1.04
C -1.637 -1.130 1.522 -0.39
C -1.540 -0.132 0.412 0.08
N 1.674 1.451 -0.698 0.48
O 1.492 2.653 -0.125 -0.49
S 2.334 -0.880 -1.290 -0.03
H 0.783 2.226 -2.457 0.37
H 1.163 -0.125 -3.458 0.40
H -0.556 -1.506 3.268 0.35
H 0.400 -1.833 1.841 0.25
H 0.100 -0.108 2.262 0.20
H -1.642 0.158 -1.738 0.38
H 2.003 2.509 0.741 0.46
H -2.051 -1.390 -1.323 0.22
H -1.887 -2.014 1.074 0.35
H -2.385 -0.834 2.320 0.23
H -1.089 0.760 0.860 0.34
```

Summary:
- Charge: 0
- Kohn-Sham gap: 9.9 eV
- ΔE to the lowest compared entry with this formula, charge and spin: 98.86 kcal/mol

***

[5]
ORCA calculation (ωB97M-V/def2-TZVPD) on one molecule with the formula C5H12N2O at a distorted geometry.

```
20
Properties=species:S:1:pos:R:3:mulliken_charge:R:1
C 1.252 -1.249 0.064 -0.86
N 0.560 -0.275 0.887 -0.33
C -0.859 -0.575 1.020 -0.22
C -1.550 0.786 1.492 -0.88
C -1.480 1.900 0.231 0.04
O -0.542 2.314 -0.383 -0.47
C 0.986 -1.061 -1.536 -0.46
N 1.349 0.296 -1.926 -0.58
H 0.903 -2.308 0.189 0.33
H 2.285 -1.191 0.366 0.40
H 0.817 0.701 0.572 0.31
H -0.940 -1.171 2.002 0.28
H -1.304 -1.035 0.079 0.24
H -2.578 0.754 1.780 0.40
H -0.875 1.259 2.235 0.35
H -2.443 2.460 -0.016 0.35
H -0.142 -1.211 -1.681 0.23
H 1.606 -1.780 -2.062 0.37
H 0.634 0.797 -1.674 0.26
H 2.324 0.589 -1.639 0.24
```

Summary:
- SMILES: NCCNCCC=O
- Charge: 0
- Kohn-Sham gap: 9.1 eV
- ΔE to the lowest compared entry with this formula, charge and spin: 80.62 kcal/mol

***

[6]
ORCA calculation (ωB97M-V/def2-TZVPD) on C3H2CdO2 as an isolated structure at a distorted geometry.

```
8
Properties=species:S:1:pos:R:3:mulliken_charge:R:1
H -2.494 2.383 0.201 -0.17
Cd -0.759 2.597 -0.179 -0.33
O 0.598 -0.123 0.806 -0.27
O 0.022 -0.258 -1.224 -0.02
C 0.810 -1.446 0.382 -0.09
C 0.499 -1.594 -0.923 -0.77
C 0.081 0.543 -0.193 0.30
H 1.243 -2.102 1.130 0.35
```

Summary:
- Charge: -1
- Kohn-Sham gap (spin up / spin down): 6.3 / 8.3 eV
- ΔE to the lowest compared entry with this formula, charge and spin: 0.00 kcal/mol
- 2S+1: 2

***

[7]
ORCA calculation (ωB97M-V/def2-TZVPD) on a 2-piece molecular cluster, C4H11NO3 overall at a distorted geometry.

```
19
Properties=species:S:1:pos:R:3:mulliken_charge:R:1
O -1.940 -1.703 1.342 -0.52
C -0.801 -1.702 0.983 -0.09
N -0.112 -0.678 0.189 -0.18
C -0.789 0.582 0.015 -0.77
C 0.142 1.743 0.224 0.26
C 1.457 1.519 0.934 -1.20
O 0.289 2.067 -1.185 -0.57
H 0.012 -2.421 1.190 0.32
H 0.826 -0.894 -0.095 0.41
H -1.568 0.678 0.797 0.29
H -1.218 0.534 -0.961 0.38
H -0.219 2.673 0.638 0.44
H 1.402 0.947 1.882 0.27
H 1.742 2.541 1.103 0.42
H 1.983 0.740 0.274 0.26
H 0.863 2.833 -1.292 0.28
H 0.811 -2.761 -1.845 0.32
H 0.676 -1.083 -2.014 0.33
O 1.111 -1.875 -1.917 -0.66
```

Summary:
- SMILES: C[C@@H](O)CNC=O.O
- Charge: 0
- Kohn-Sham gap: 10.2 eV
- ΔE to the lowest compared entry with this formula, charge and spin: 68.14 kcal/mol

***

[8]
ORCA calculation (ωB97M-V/def2-TZVPD) on a 2-piece molecular cluster, C3H8S overall at a distorted geometry.

```
12
Properties=species:S:1:pos:R:3:mulliken_charge:R:1
S -3.256 -2.305 -0.899 0.29
H -2.076 -2.398 -1.568 0.35
H -2.837 -1.169 -0.297 0.35
C 0.932 0.076 1.265 -0.97
C 0.784 1.195 0.287 0.16
C 0.883 1.042 -1.011 -0.85
H -0.001 -0.336 1.660 0.21
H 1.618 -0.677 0.886 0.33
H 1.380 0.482 2.179 0.29
H 0.585 2.208 0.630 0.32
H 0.872 1.836 -1.739 0.28
H 1.115 0.047 -1.391 0.23
```

Summary:
- Charge: +1
- Kohn-Sham gap (spin up / spin down): 7.3 / 1.8 eV
- ΔE to the lowest compared entry with this formula, charge and spin: 60.75 kcal/mol
- 2S+1: 2